Record 1
Formula: C6H9BrOS
Source: the Open Molecules 2025 dataset
Level of theory: the ωB97M-V functional and the def2-TZVPD basis

Structure (XYZ):
```
18
Properties=species:S:1:pos:R:3
H -3.12406 -0.21382 1.49217
C 1.99788 -1.96856 -1.31617
C -3.28663 1.01155 -0.30681
H 3.11879 1.75947 0.15873
C -0.23303 0.66540 1.18157
H 1.12159 -1.83460 -1.96087
H 2.04157 -2.86840 -0.77195
H 2.94374 -1.60677 -1.78870
H -2.75695 1.88830 -0.75890
Br 5.18517 0.21655 0.22512
S 2.35523 -0.46824 0.91995
H -2.00403 -0.71616 0.15101
C -2.45953 0.11982 0.58507
C 0.88627 0.33921 0.96771
O -1.45103 1.04452 1.12115
C 3.35559 0.84183 0.64827
H -3.96409 1.54384 0.43378
H -3.72650 0.24605 -0.98112
```

## Properties
Energy relative to the best compared isomer or geometry (same formula, charge and spin) (kJ/mol): 382.3
Kohn-Sham gap (spin up / spin down) (eV): 7.62 / 7.94
HOMO energy (spin up / spin down) (eV): -7.29 / -7.94
LUMO energy (spin up / spin down) (eV): 0.33 / 0.00
Molar mass (g/mol): 209.11

Record 2
Formula: C6H9BrOS
Source: the Open Molecules 2025 dataset
Level of theory: the ωB97M-V functional and the def2-TZVPD basis

Structure (XYZ):
```
18
Properties=species:S:1:pos:R:3
H -0.49465 -1.26819 -2.47368
H 1.10063 3.97147 -0.12991
C 0.24336 -0.09437 -0.15730
C -1.10723 3.68514 -0.00975
H 1.46471 -1.97463 -1.33391
H -2.14226 3.32528 0.10103
C 0.43664 -2.24792 -0.90176
H -1.23951 2.09124 -1.83065
H -0.72843 4.51590 0.63712
C -0.56884 -2.21333 -2.05994
O 0.13650 -1.35424 0.12075
H -0.12193 -2.88200 -2.75175
Br 2.23665 2.07303 -2.55289
S -0.25434 2.74020 -1.01622
H -1.59721 -2.42902 -1.70127
C 0.43644 1.09909 -0.47636
H 0.49862 -3.23478 -0.53191
C 0.94854 3.37402 -2.20478
```

## Properties
Energy relative to the best compared isomer or geometry (same formula, charge and spin) (kJ/mol): 709.9
Kohn-Sham gap (spin up / spin down) (eV): 7.35 / 6.31
HOMO energy (spin up / spin down) (eV): -7.20 / -8.50
LUMO energy (spin up / spin down) (eV): 0.15 / -2.19
Molar mass (g/mol): 209.11
2S+1: 3

Record 3
Formula: C6H9Cl2FO6
Source: the Open Molecules 2025 dataset
Level of theory: the ωB97M-V functional and the def2-TZVPD basis

Structure (XYZ):
```
24
Properties=species:S:1:pos:R:3
Cl -3.77723 -2.47933 0.04574
Cl 0.27043 1.78167 -2.50314
C -1.84129 0.67985 -1.04137
C -2.87354 -1.44432 0.92586
H -0.08905 -0.99223 -2.28530
C 0.35663 0.00857 -0.47750
H 1.97293 1.05855 1.95709
O -0.54883 2.28795 0.06148
C 1.79983 0.36547 0.04297
C 2.36596 -0.94996 0.50690
O 1.87751 1.41078 1.07032
H 2.23113 0.74883 -0.97788
H 0.89846 -2.05392 1.38723
H 2.36720 -1.53895 -0.30094
O -2.26660 0.17267 -2.03884
O -2.54249 0.62002 0.05480
F -3.57755 -0.94156 1.93406
O 0.58920 -0.87058 -1.51891
C -0.40051 1.30656 -0.89905
O 1.66777 -1.53955 1.61955
H 0.29338 2.54203 0.57075
H -1.92662 1.06200 0.70067
H 3.39272 -0.63237 0.88464
H -0.23946 -0.60218 0.28086
```

## Properties
Kohn-Sham gap (eV): 9.49
HOMO energy (eV): -9.55
LUMO energy (eV): -0.06
Molar mass (g/mol): 267.04

Record 4
Formula: C6H9Cl2N3O4
Source: the Open Molecules 2025 dataset
Level of theory: the ωB97M-V functional and the def2-TZVPD basis

Structure (XYZ):
```
24
Properties=species:S:1:pos:R:3
Cl -0.81368 3.46640 -1.90279
O 0.01241 -2.29786 -0.91614
O -1.43637 1.24297 0.88128
O -2.51408 0.87999 -1.40258
Cl 1.32643 -3.27872 1.96794
H 1.76323 3.61508 -0.60552
H 0.04583 -1.56840 -1.63645
C 1.20435 2.73968 -0.43174
O -0.61987 0.24943 -2.09497
H -0.92383 -2.94222 2.21152
H 2.79983 1.14868 -0.26355
N -1.29399 0.86045 -1.36167
H 1.82688 -1.08366 0.47676
C 1.70665 1.50463 -0.32368
N -0.25000 2.80948 -0.33146
H -1.27465 -1.35789 0.38011
H 0.92900 -0.38269 1.89448
C -0.60485 1.46969 -0.16366
N 0.65543 0.54764 -0.16853
C 0.86870 -0.57806 0.76158
H -0.46973 -3.78543 0.65541
C -0.23443 -1.69405 0.46160
C -0.27592 -2.96538 1.39537
H -2.42733 1.40024 0.51670
```

## Properties
Energy relative to the best compared isomer or geometry (same formula, charge and spin) (kJ/mol): 161.7
SMILES string: O=[N+]([O-])[C@]1(O)N(Cl)C=CN1C[C@@H](O)CCl
Kohn-Sham gap (eV): 8.29
HOMO energy (eV): -8.77
LUMO energy (eV): -0.48
Molar mass (g/mol): 258.06

Q: Which formula does entry 3 have?
A: C6H9Cl2FO6